[1]
Entry from OMol25: a 2-piece molecular cluster, C17H38BO11P overall in a non-equilibrium geometry (ωB97M-V with the def2-TZVPD basis set).

Computed properties:
energy = -1864.45748 Eh
SMILES = CCOCCOC[C@@H](CB(O)O)OC(=O)CCCCCOC.COP(=O)(OC)OC
HOMO energy = -9.199 eV
F_max = 4.84 eV Å⁻¹
LUMO level = 0.3 eV

XYZ file:
```
68
Properties=species:S:1:pos:R:3:nbo_charge:R:1
C 5.96904 -0.84083 -0.37097 -0.634
C 4.57039 -0.93737 0.23358 -0.068
O 3.78420 -1.87572 -0.48663 -0.545
C 2.47602 -1.43514 -0.74716 -0.087
C 1.65342 -2.56566 -1.33294 -0.066
O 0.45177 -2.07951 -1.90841 -0.542
C -0.55057 -1.75938 -0.96279 -0.087
C -1.10169 -0.32000 -1.08231 0.109
C -0.19283 0.62552 -1.84845 -0.820
B -0.78121 2.01553 -2.33600 1.146
O -1.89895 2.11388 -3.11779 -0.907
O -0.10280 3.18374 -2.06827 -0.888
O -2.46478 -0.35963 -1.59264 -0.559
C -3.41798 -0.20847 -0.63269 0.821
O -3.50073 -0.98299 0.28286 -0.575
C -4.34947 0.96754 -0.76555 -0.516
C -3.74802 2.25555 -0.16448 -0.389
C -4.02915 3.51767 -0.98729 -0.406
C -3.04680 4.64775 -0.66468 -0.409
C -3.03143 5.72130 -1.73851 -0.052
O -2.66609 5.17447 -2.98376 -0.550
C -1.54195 5.75468 -3.59899 -0.237
H 6.08545 0.09673 -0.91709 0.199
H 6.72364 -0.82044 0.41453 0.208
H 6.15598 -1.65397 -1.06796 0.225
H 4.59014 -1.23525 1.28255 0.207
H 4.09069 0.04789 0.19683 0.151
H 1.99816 -1.09212 0.18015 0.166
H 2.52738 -0.62414 -1.48512 0.163
H 2.20796 -3.07371 -2.12002 0.199
H 1.40719 -3.30956 -0.56515 0.159
H -1.39188 -2.44047 -1.10605 0.201
H -0.17630 -1.91602 0.05288 0.177
H -1.16815 0.04317 -0.05365 0.176
H 0.64925 0.81682 -1.17747 0.221
H 0.21445 0.14323 -2.74070 0.268
H -2.68321 1.71839 -2.72949 0.504
H 0.43548 3.10627 -1.27709 0.488
H -4.58768 1.10713 -1.82357 0.217
H -5.25512 0.65767 -0.25058 0.239
H -4.20220 2.39855 0.81684 0.218
H -2.67595 2.12118 0.01179 0.192
H -4.02710 3.32348 -2.05940 0.218
H -5.01458 3.87411 -0.67757 0.202
H -3.38636 5.14180 0.25306 0.196
H -2.04555 4.26318 -0.45829 0.201
H -2.34704 6.51983 -1.43393 0.171
H -4.03314 6.16188 -1.81332 0.167
H -1.80180 6.67592 -4.13268 0.159
H -0.75256 5.97992 -2.87527 0.166
H -1.14964 5.03048 -4.30907 0.198
C 3.02587 -5.81623 2.84481 -0.243
O 2.07556 -4.93505 2.22124 -0.822
P 2.07543 -3.42500 2.73052 2.551
O 3.43760 -2.94648 2.46770 -1.103
O 1.78165 -3.67591 4.30331 -0.836
C 0.82337 -4.61974 4.78309 -0.258
O 1.22301 -2.08111 2.54871 -0.790
C 0.44177 -1.48830 3.59404 -0.239
H 3.56512 -6.31156 2.04200 0.205
H 3.72393 -5.27281 3.47548 0.213
H 2.48799 -6.55974 3.43245 0.179
H 1.31042 -5.25900 5.51815 0.192
H 0.42439 -5.24379 3.98355 0.190
H 0.00789 -4.08598 5.27155 0.183
H 1.07912 -1.25824 4.44383 0.201
H -0.38560 -2.12378 3.90500 0.183
H 0.03454 -0.57215 3.17330 0.197
```



[2]
Entry from OMol25: C17H38LiNO17P as an isolated structure in a non-equilibrium geometry (ωB97M-V with the def2-TZVPD basis set).

Computed properties:
energy = -2353.04420 Eh
HOMO energy = -1.996 eV
net charge = -1
relative energy (zero: lowest compared OMol25 entry of this formula, charge and spin) = 1.927 eV
F_max = 11.70 eV Å⁻¹
LUMO level = 1.6 eV

XYZ file:
```
75
Properties=species:S:1:pos:R:3:mulliken_charge:R:1
C -1.85287 6.20679 -1.58143 -1.040
N -0.69087 5.23179 -1.89743 0.322
C -1.25787 4.24379 -2.84043 -0.973
C 0.36913 6.02779 -2.57143 -0.758
C -0.29787 4.48779 -0.60543 -0.649
C 0.84213 3.46379 -0.89743 -0.651
O 1.05813 2.95879 0.32957 -0.522
H -2.18687 6.62079 -2.65843 0.343
H -1.35687 6.85579 -0.85843 0.408
H -2.57887 5.60079 -1.19943 0.409
H -2.01387 4.49679 -3.59143 0.293
H -1.86387 3.26479 -2.56343 0.190
H -0.42887 3.92579 -3.29543 0.591
H 1.24013 5.39479 -2.93043 0.287
H 0.73913 6.74079 -1.79643 0.378
H 0.15613 6.86079 -3.37643 0.269
H -1.20587 3.92879 -0.37143 0.507
H 0.10813 5.17979 0.21657 0.249
H 1.69413 3.96779 -1.12443 0.760
H 0.29513 2.64979 -1.59943 0.011
H 0.37813 2.34279 0.40357 0.488
Li 0.44613 -0.54821 0.21757 1.216
P -1.85187 0.56179 -0.02943 -0.409
O -1.40887 -0.84021 -0.12043 -0.150
O -2.35887 1.01379 -1.40643 -0.911
O -0.49687 1.05179 0.47957 -0.653
O -2.83087 0.63679 0.93057 -0.812
C 1.71713 0.31879 3.02557 -0.120
O 2.70113 -0.68921 2.83657 -0.460
C 2.40113 -1.70021 1.86657 0.535
O 1.32413 -1.82021 1.57357 -0.247
O 3.38913 -2.54621 1.55657 -0.355
C 3.13713 -3.34821 0.48157 -0.474
H 1.67413 0.90279 2.07057 -0.183
H 2.07113 1.07379 3.56657 0.536
H 0.71413 -0.19521 3.31957 0.055
H 3.01413 -2.84821 -0.38443 0.255
H 2.12513 -4.08321 0.58857 0.149
H 4.18213 -3.95321 0.51657 0.204
C -0.86987 -1.77621 7.38957 -0.697
O -1.10387 -2.40421 6.15257 -0.366
C -1.49587 -1.67121 5.13257 0.742
O -1.85787 -0.52821 5.18157 -0.531
O -1.30287 -2.33821 3.86257 -0.216
C -1.72587 -1.86421 2.66657 0.096
H -0.86787 -2.51321 8.07757 0.321
H -1.86687 -1.36821 7.69457 0.302
H 0.14113 -1.24721 7.39557 0.248
H -2.90387 -2.01521 2.35857 0.105
H -1.25587 -2.21121 1.86057 -0.249
H -1.55587 -0.72321 2.62557 0.232
C 0.29213 0.16179 -3.52443 -0.900
O 1.52013 0.72579 -3.07143 -0.432
C 2.06613 0.32579 -1.97743 0.884
O 1.70913 -0.68321 -1.32243 -0.380
O 3.08313 1.00979 -1.60443 -0.338
C 3.79813 0.80779 -0.43443 -1.417
H -0.54387 0.42679 -2.91943 0.239
H 0.48613 -0.79721 -3.70343 0.528
H 0.04913 0.53479 -4.41843 0.299
H 4.56913 1.53679 -0.20043 0.281
H 4.04913 -0.10621 -0.41943 0.869
H 3.34413 0.79579 0.42557 0.388
C -0.90287 -3.59621 -0.84643 -0.569
O -0.83487 -4.57521 -1.87943 -0.169
C -1.57887 -5.54521 -1.91843 0.720
O -2.60687 -5.71821 -1.18843 -0.625
O -1.21887 -6.48121 -2.88843 -0.324
C -2.16387 -7.55621 -3.04143 -0.725
H -0.18787 -2.81221 -1.35643 0.104
H -0.50987 -4.10021 0.01557 0.218
H -1.87387 -3.16321 -0.84743 0.411
H -2.37187 -8.18721 -2.21743 0.319
H -1.59187 -8.39921 -3.71043 0.217
H -3.01087 -7.38121 -3.62943 0.323
```



[3]
Entry from OMol25: C17H38N3O5P2PdSSb as an isolated structure (ωB97M-V with the def2-TZVPD basis set).

Computed properties:
energy = -2660.12786 Eh
HOMO energy = -0.423 eV
net charge = -2
F_max = 0.50 eV Å⁻¹
LUMO level = 4.7 eV

XYZ file:
```
68
Properties=species:S:1:pos:R:3:mulliken_charge:R:1
Pd 0.11056 -0.26933 1.12168 0.865
O -3.70772 1.15479 2.85945 -0.815
S -2.49307 0.92493 2.05090 0.702
O -1.69397 2.17602 1.94082 -0.811
O -1.63300 -0.13532 2.68227 -0.607
O -2.84110 0.43375 0.68941 -0.530
C -0.18247 -5.06427 0.37363 -1.448
Sb 0.17493 -2.96190 0.92910 0.326
C -0.59409 -3.23407 2.91410 -1.345
C 2.21236 -3.39432 1.49638 -1.285
H 0.13709 -5.72824 1.18011 0.362
H 0.37042 -5.31387 -0.53457 0.360
H -1.24664 -5.21947 0.18433 0.338
H 0.05985 -3.88670 3.49748 0.431
H -1.58669 -3.68456 2.84161 0.399
H -0.70345 -2.24885 3.36217 0.277
H 2.29188 -4.39712 1.92256 0.438
H 2.49958 -2.64821 2.23611 0.224
H 2.88495 -3.30243 0.64199 0.342
C 1.75349 1.64824 3.31969 -1.482
P 1.88078 0.82867 1.68358 1.219
C 2.22982 2.32163 0.66030 -1.419
C 3.57605 0.11056 1.81237 0.346
C 4.10817 -0.32171 3.02864 -0.304
C 5.32827 -0.98249 3.09170 -0.528
C 6.05575 -1.22297 1.93487 -0.455
C 5.54352 -0.79456 0.71465 -0.562
C 4.32274 -0.14184 0.65800 -0.543
H 1.64087 0.90111 4.10574 0.315
H 0.81493 2.20740 3.28470 0.373
H 2.59581 2.31176 3.54143 0.410
H 3.06875 2.91705 1.03537 0.395
H 1.31155 2.91258 0.67722 0.346
H 2.40202 2.03198 -0.37643 0.281
H 3.54906 -0.15656 3.94177 0.203
H 5.70781 -1.31856 4.05050 0.355
H 7.00462 -1.74471 1.98045 0.343
H 6.09467 -0.98300 -0.20031 0.343
H 3.91998 0.15118 -0.30510 0.226
C -3.95976 -0.63997 -1.52286 -0.929
N -2.98156 -0.02172 -2.41997 0.245
C -2.38500 -1.07166 -3.24847 -0.847
P -1.84079 1.13315 -1.96304 0.069
O -0.65849 0.68964 -1.19908 -0.574
N -1.23319 1.64835 -3.46119 0.287
C 0.07319 1.25297 -3.92147 -1.004
C -2.11370 2.14247 -4.48481 -1.102
N -2.69362 2.47380 -1.50490 0.510
C -1.83905 3.45888 -0.82038 -0.895
C -4.06447 2.50795 -1.02118 -0.954
H -4.78243 -1.01961 -2.14170 0.306
H -4.32179 0.04967 -0.77097 0.365
H -3.50935 -1.46646 -0.96553 0.248
H -3.18844 -1.60272 -3.76895 0.359
H -1.82644 -1.79448 -2.64144 0.164
H -1.71080 -0.65911 -3.99630 0.217
H 0.63785 0.85037 -3.08341 0.173
H 0.60797 2.11663 -4.33910 0.270
H 0.02721 0.48892 -4.71561 0.332
H -3.03299 2.50971 -4.03167 0.228
H -2.37621 1.36761 -5.22441 0.277
H -1.64248 2.97073 -5.03057 0.353
H -0.85306 3.47298 -1.28897 0.272
H -1.74542 3.21039 0.24251 0.266
H -2.29245 4.44792 -0.95023 0.368
H -4.70560 1.91400 -1.67511 0.323
H -4.40516 3.54694 -1.08462 0.437
H -4.15207 2.14605 0.00478 0.150
```



- Among the records above, which one has the highest energy?
  C17H38BO11P



- Which value of LUMO level does entry 3 give?
  4.7 eV



- Which formula does entry 3 have?
  C17H38N3O5P2PdSSb



- Which of these has the lowest LUMO level?
  C17H38BO11P